[1]
Density functional theory data (the ωB97M-V functional and the def2-TZVPD basis) for a single C25H24N2O3 molecule.

Results
E in a.u.: -1302.3229
SMILES: COc1ccc(-c2nc3ccccc3c(=O)n2CCOc2cc(C)ccc2C)cc1
Charge: 0
ΔE to the lowest compared entry with this formula, charge and spin in kcal per mole: 33.0

Geometry (Å):
C -2.48 -5.55 3.77
O -2.72 -4.17 3.75
C -1.87 -3.37 3.04
C -2.14 -2.00 3.07
C -1.35 -1.11 2.39
C -0.26 -1.57 1.64
C 0.61 -0.60 0.95
N 1.20 0.28 1.69
C 2.07 1.16 1.12
C 2.70 2.12 1.92
C 3.60 2.99 1.35
C 3.90 2.92 -0.01
C 3.29 1.99 -0.81
C 2.37 1.10 -0.25
C 1.68 0.13 -1.09
O 1.85 0.00 -2.29
N 0.77 -0.69 -0.40
C -0.06 -1.55 -1.23
C -1.57 -1.23 -1.11
O -1.87 0.13 -0.89
C -1.20 1.11 -1.60
C -0.66 2.13 -0.83
C 0.02 3.19 -1.39
C 0.58 4.29 -0.53
C 0.17 3.21 -2.77
C -0.40 2.22 -3.55
C -1.11 1.17 -3.00
C -1.78 0.17 -3.90
C 0.02 -2.92 1.63
C -0.77 -3.83 2.32
H -3.28 -5.97 4.39
H -1.51 -5.79 4.22
H -2.54 -5.99 2.77
H -2.99 -1.67 3.65
H -1.56 -0.06 2.42
H 2.46 2.15 2.97
H 4.09 3.73 1.97
H 4.61 3.62 -0.44
H 3.49 1.92 -1.87
H 0.28 -1.37 -2.25
H 0.09 -2.60 -0.99
H -1.99 -1.74 -0.24
H -2.06 -1.62 -2.01
H -0.78 2.06 0.25
H 1.50 4.68 -0.96
H 0.78 3.93 0.47
H -0.14 5.11 -0.47
H 0.72 4.01 -3.24
H -0.30 2.27 -4.62
H -2.76 -0.09 -3.53
H -1.18 -0.73 -4.01
H -1.89 0.61 -4.90
H 0.89 -3.29 1.10
H -0.51 -4.87 2.29

---

[2]
Density functional theory data (the ωB97M-V functional and the def2-TZVPD basis) for a single C25H24N4O3 molecule.

Results
E in a.u.: -1411.8996
SMILES: Cc1ccc2c(c1)[C@@H]1C[C@](C)(O2)N(c2cccc(C(=O)NCc3ccccn3)c2)C(=O)N1
Charge: 0
ΔE to the lowest compared entry with this formula, charge and spin in kcal per mole: 16.1

Geometry (Å):
C -5.93 3.27 -0.93
C -4.65 2.50 -1.10
C -4.40 1.37 -0.34
C -3.22 0.66 -0.48
C -2.27 1.08 -1.40
C -2.50 2.21 -2.18
C -3.69 2.90 -2.02
C -1.44 2.66 -3.15
C -0.60 1.46 -3.56
C -0.06 0.85 -2.27
C 0.86 -0.34 -2.58
O -1.13 0.33 -1.50
N 0.67 1.87 -1.53
C 1.56 1.46 -0.50
C 2.85 1.98 -0.46
C 3.70 1.61 0.56
C 3.31 0.70 1.52
C 2.03 0.15 1.47
C 1.51 -0.82 2.47
O 0.32 -0.93 2.73
N 2.45 -1.57 3.09
C 2.10 -2.59 4.06
C 2.04 -3.96 3.42
C 1.04 -4.26 2.50
C 1.03 -5.52 1.92
C 2.01 -6.43 2.29
C 2.96 -6.03 3.21
N 2.98 -4.82 3.76
C 1.15 0.56 0.47
C 0.41 3.22 -1.62
O 1.01 4.05 -0.96
N -0.53 3.60 -2.54
H -6.06 3.99 -1.73
H -6.78 2.59 -0.92
H -5.92 3.81 0.02
H -5.13 1.04 0.38
H -3.02 -0.21 0.12
H -3.87 3.78 -2.63
H -1.90 3.15 -4.02
H 0.23 1.77 -4.20
H -1.21 0.72 -4.09
H 1.77 0.02 -3.06
H 0.34 -1.02 -3.25
H 1.11 -0.87 -1.67
H 3.16 2.69 -1.20
H 4.69 2.04 0.61
H 3.98 0.45 2.33
H 3.40 -1.57 2.75
H 1.12 -2.32 4.46
H 2.85 -2.60 4.86
H 0.29 -3.52 2.26
H 0.27 -5.79 1.21
H 2.04 -7.42 1.87
H 3.75 -6.69 3.53
H 0.15 0.15 0.47
H -0.82 4.56 -2.44

---

[3]
Density functional theory data (the ωB97M-V functional and the def2-TZVPD basis) for C25H24N5O3S3Ti as an isolated structure.

Results
E in a.u.: -3510.6353
2S+1: 2
Charge: 0
ΔE to the lowest compared entry with this formula, charge and spin in kcal per mole: 4.0

Geometry (Å):
Ti 0.66 -0.73 0.80
C 0.02 -0.02 -2.21
N 0.32 -1.19 -1.34
C -0.87 -2.08 -1.23
C -0.58 -3.15 -0.19
N -0.36 -2.51 1.15
C -1.66 -2.38 1.88
C 0.64 -3.17 2.02
C 0.89 -4.53 1.91
C 1.80 -5.13 2.76
C 2.45 -4.36 3.72
C 2.19 -3.01 3.84
C 1.28 -2.38 2.99
S 0.94 -0.65 3.13
C 1.48 -1.90 -1.91
C 1.36 -2.57 -3.12
C 2.45 -3.22 -3.67
C 3.67 -3.18 -3.01
C 3.79 -2.50 -1.82
C 2.70 -1.84 -1.25
S 2.90 -0.97 0.30
H -0.88 0.49 -1.86
H -0.14 -0.33 -3.24
H 0.86 0.67 -2.18
H -1.11 -2.57 -2.17
H -1.73 -1.47 -0.95
H 0.33 -3.67 -0.48
H -1.39 -3.88 -0.14
H -2.04 -3.36 2.14
H -2.39 -1.87 1.25
H -1.50 -1.80 2.78
H 0.38 -5.13 1.17
H 2.00 -6.19 2.68
H 3.17 -4.83 4.39
H 2.69 -2.41 4.58
H 0.41 -2.59 -3.65
H 2.34 -3.74 -4.62
H 4.53 -3.68 -3.44
H 4.74 -2.46 -1.30
O -4.43 6.14 -2.83
S -4.82 6.07 -1.43
O -5.30 4.77 -1.00
O -5.55 7.20 -0.92
C -3.20 6.19 -0.63
N -2.62 7.40 -0.46
C -1.41 7.41 0.06
C -0.72 6.26 0.43
C -1.39 5.08 0.20
N -2.60 5.04 -0.31
C -0.83 3.73 0.47
C 0.53 3.45 0.56
C 0.96 2.15 0.66
N 0.09 1.12 0.69
C -1.23 1.39 0.67
C -1.72 2.66 0.56
H -0.95 8.39 0.21
H 0.27 6.31 0.87
H 1.26 4.25 0.51
H 2.00 1.89 0.71
H -1.90 0.54 0.74
H -2.79 2.85 0.49

---

[4]
Density functional theory data (the ωB97M-V functional and the def2-TZVPD basis) for a 2-piece molecular cluster, C25H25BrN2O5S overall.

Results
E in a.u.: -4425.4220
SMILES: CCC[C@@]1(CSCC)OC(=O)[C@@H](Br)[C@]1(N)OC#N.O=C1c2ccccc2C(=O)c2ccccc21
Charge: 0

Geometry (Å):
C 2.24 -3.57 -0.73
C 0.97 -3.65 -1.75
C 1.44 -3.09 -3.18
C 0.64 -1.75 -3.66
C 1.20 -1.59 -5.18
S 0.30 -0.32 -6.18
C 1.45 0.97 -6.85
C 2.66 1.38 -5.88
O -0.79 -1.96 -3.91
C -1.75 -0.96 -3.52
O -2.88 -0.73 -3.97
C -0.91 -0.18 -2.36
Br -1.68 -0.97 -0.70
C 0.65 -0.47 -2.69
N 1.59 -0.52 -1.51
O 1.04 0.84 -3.27
C 1.43 1.67 -2.17
N 1.51 2.61 -1.42
H 3.10 -2.92 -1.15
H 1.88 -3.00 0.22
H 2.68 -4.59 -0.47
H 0.75 -4.79 -1.85
H 0.02 -3.18 -1.34
H 1.18 -3.90 -3.96
H 2.56 -2.84 -3.25
H 2.36 -1.49 -5.21
H 0.99 -2.61 -5.68
H 0.82 1.93 -6.99
H 1.89 0.73 -7.88
H 2.41 2.21 -5.12
H 3.53 1.79 -6.53
H 3.11 0.52 -5.27
H -1.20 0.93 -2.26
H 2.47 -0.95 -1.84
H 1.17 -1.04 -0.73
O 0.69 0.91 6.13
C -0.36 1.16 5.58
C -1.60 1.33 6.37
C -1.55 1.22 7.76
C -2.71 1.41 8.52
C -3.91 1.72 7.89
C -3.97 1.81 6.50
C -2.81 1.61 5.74
C -2.89 1.70 4.26
O -3.95 1.89 3.71
C -1.64 1.55 3.47
C -1.69 1.66 2.08
C -0.53 1.56 1.34
C 0.69 1.35 1.97
C 0.75 1.22 3.36
C -0.42 1.32 4.11
H -0.62 0.99 8.26
H -2.67 1.33 9.60
H -4.81 1.88 8.47
H -4.91 2.05 6.01
H -2.64 1.84 1.58
H -0.56 1.65 0.25
H 1.61 1.27 1.39
H 1.70 1.05 3.85

---

[5]
Density functional theory data (the ωB97M-V functional and the def2-TZVPD basis) for C25H25F8NOP2SnTe4 as an isolated structure.

Results
E in a.u.: -3865.6538
Charge: 0
ΔE to the lowest compared entry with this formula, charge and spin in kcal per mole: 91.2

Geometry (Å):
Sn -1.71 0.62 -0.60
F 1.12 5.60 -0.43
C 0.46 4.65 0.25
C -0.13 3.61 -0.44
C -0.83 2.62 0.24
C -0.97 2.73 1.65
C -0.32 3.78 2.28
F -0.37 3.93 3.63
C 0.39 4.76 1.62
C -1.85 1.79 2.38
C -1.95 1.68 3.77
C -2.91 0.85 4.33
C -3.75 0.12 3.50
C -3.57 0.25 2.14
N -2.67 1.06 1.61
H -0.04 3.59 -1.52
H 0.85 5.57 2.16
H -1.28 2.23 4.42
H -2.99 0.78 5.40
H -4.51 -0.54 3.90
H -4.19 -0.30 1.44
Te -3.25 3.14 -1.15
Te -4.27 3.26 -3.70
Te -3.63 0.98 -5.12
Te -2.21 -0.93 -3.56
C -2.06 -2.40 0.01
P -0.86 -2.39 -1.42
C -1.25 -4.15 -1.85
C 0.76 -2.65 -0.56
C 1.56 -3.67 -1.08
C 2.78 -4.02 -0.52
C 3.22 -3.35 0.60
C 2.47 -2.30 1.10
C 1.26 -1.90 0.52
P 0.46 -0.40 1.26
C 1.83 0.76 1.61
C 0.12 -1.08 2.96
H -1.65 -1.95 0.91
H -2.29 -3.44 0.24
H -2.98 -1.90 -0.30
H -0.97 -4.83 -1.05
H -0.76 -4.46 -2.77
H -2.33 -4.20 -2.02
H 1.23 -4.21 -1.95
H 3.36 -4.81 -0.96
H 4.16 -3.62 1.08
H 2.84 -1.77 1.98
H 2.79 0.27 1.76
H 1.57 1.31 2.51
H 1.92 1.47 0.78
H 0.46 -0.39 3.73
H 0.60 -2.04 3.12
H -0.96 -1.21 3.10
C 2.92 0.26 -1.86
C 1.58 0.45 -2.59
O 0.49 0.25 -1.80
C 1.55 1.89 -3.18
F 2.34 2.05 -4.26
F 0.32 2.25 -3.57
F 1.96 2.79 -2.26
C 1.60 -0.51 -3.81
F 1.34 -1.78 -3.43
F 2.78 -0.56 -4.44
F 0.68 -0.20 -4.74
H 2.81 0.63 -0.85
H 3.74 0.79 -2.35
H 3.18 -0.80 -1.81

---

[6]
Density functional theory data (the ωB97M-V functional and the def2-TZVPD basis) for C25H25FIrN7S2SiTe4 as an isolated structure.

Results
E in a.u.: -3712.9035
2S+1: 6
Charge: +1
ΔE to the lowest compared entry with this formula, charge and spin in kcal per mole: 31.3

Geometry (Å):
Ir 0.71 -0.06 -0.91
S 2.67 0.99 6.35
N 3.02 -0.24 5.32
C 2.56 0.09 4.20
C 2.81 -0.56 2.87
C 3.68 -1.69 2.70
C 3.81 -2.20 1.39
C 3.15 -1.58 0.37
N 2.18 -0.70 0.57
C 2.04 -0.08 1.83
C 1.09 0.93 1.85
N 0.40 1.33 0.77
C -0.37 2.37 0.85
C -0.56 3.11 2.01
C 0.13 2.76 3.16
C 1.07 1.73 2.99
C 1.75 1.28 4.20
N 1.66 1.85 5.41
H 4.46 -1.99 3.42
H 4.56 -2.96 1.19
H 3.11 -1.89 -0.66
H -0.89 2.54 -0.02
H -1.15 3.96 1.82
H 0.02 3.35 4.05
C -1.72 3.28 -2.76
Si -0.17 2.18 -2.92
C 1.25 2.98 -1.98
C 0.02 1.82 -4.69
N -0.64 0.67 -2.06
C -1.91 0.03 -2.14
C -2.16 -1.01 -2.94
C -3.41 -1.70 -2.92
C -4.37 -1.30 -2.02
C -4.17 -0.19 -1.15
C -2.95 0.41 -1.27
F -2.76 1.49 -0.49
H -1.65 4.06 -3.53
H -1.89 3.78 -1.75
H -2.55 2.71 -2.98
H 1.62 3.91 -2.50
H 2.19 2.36 -1.87
H 0.99 3.19 -0.98
H -0.27 2.73 -5.19
H -0.69 1.09 -5.03
H 1.02 1.45 -5.02
H -1.47 -1.35 -3.72
H -3.54 -2.60 -3.51
H -5.31 -1.90 -2.07
H -4.89 0.10 -0.37
Te 1.74 -1.02 -3.04
Te -0.48 -2.99 -6.56
Te 1.85 -3.79 -5.67
Te 1.30 -3.60 -2.97
C -2.06 -1.19 2.00
N -0.92 -2.09 2.17
C -0.44 -2.48 3.37
C 0.72 -3.13 3.20
N 0.91 -3.16 1.78
C -0.12 -2.50 1.21
S -0.46 -2.23 -0.46
H -2.24 -1.24 0.93
H -1.69 -0.28 2.27
H -2.85 -1.52 2.57
H -0.94 -2.17 4.28
H 1.47 -3.60 3.85
H 1.73 -3.55 1.20